[1]
A 7-piece molecular cluster, C25H55N2O8 overall at a distorted geometry. Source: OMol25; level of theory: ωB97M-V/def2-TZVPD.

HOMO   -0.1894 hartree
M   511.7 g mol⁻¹
E_tot   -1696.95760 Eh
Total charge   -1
Frontier orbital gap   7.8 eV

Geometry as XYZ:
```
90
C25H55N2O8, DFT ωB97M-V/def2-TZVPD
N -1.67437 -3.85135 1.99883
C -0.56886 -2.83230 1.81115
C -0.87322 -1.94322 0.49869
O -2.09219 -1.86570 0.09523
O 0.09412 -1.29138 -0.22629
C -0.58434 -1.94207 3.13902
C -1.48322 -0.70417 3.20810
C -1.37311 -0.02808 4.57568
C -0.45543 -0.60220 5.62807
N 0.42736 -1.71211 5.60451
C 0.28600 -2.30918 4.32403
H -1.64391 -4.55505 1.24935
H -1.44761 -4.28961 2.91431
H 0.43749 -3.37365 1.64818
H -2.14126 -0.38301 2.34358
H -1.98327 0.90789 4.79800
H -0.46197 -0.04733 6.63824
H 0.93500 -3.25087 4.18025
C -2.30797 -1.24859 -3.57033
C -2.95983 0.09036 -3.26216
C -2.02259 0.99206 -2.47736
O -4.15225 -0.12464 -2.50894
H -2.05116 -1.77922 -2.64739
H -2.99720 -1.89221 -4.12506
H -1.39817 -1.11783 -4.16214
H -3.24899 0.58251 -4.19549
H -1.75779 0.53580 -1.51790
H -2.50637 1.94722 -2.25052
H -1.10299 1.18957 -3.03482
H -3.90647 -0.56052 -1.67965
C 5.70475 -1.47076 6.17814
C 4.94532 -2.09099 5.01481
C 4.56168 -1.06215 3.96806
O 3.75571 -2.70717 5.49165
H 5.09361 -0.71723 6.68534
H 5.95309 -2.23118 6.92402
H 6.63046 -0.99837 5.83856
H 5.55981 -2.86982 4.55422
H 3.90164 -0.29969 4.39434
H 4.00792 -1.54232 3.15900
H 5.44039 -0.56566 3.54655
H 3.21149 -2.01899 5.89936
C -6.85764 -3.52536 -1.12706
C -7.70363 -2.67988 -2.06682
C -7.70083 -3.24917 -3.47731
O -7.19725 -1.34887 -2.09194
H -5.81461 -3.55173 -1.45765
H -6.85930 -3.09889 -0.12070
H -7.23246 -4.55112 -1.07297
H -8.73035 -2.62989 -1.69267
H -6.68676 -3.26584 -3.88907
H -8.30289 -2.62574 -4.14413
H -8.10075 -4.26670 -3.49364
H -6.28686 -1.38203 -2.42227
C 1.53448 1.79020 2.36567
C 2.74521 1.15727 1.69696
C 2.89692 1.63185 0.26321
O 2.60483 -0.25741 1.70622
H 0.61323 1.52100 1.83919
H 1.42951 1.42773 3.39225
H 1.61938 2.88050 2.38610
H 3.64738 1.40207 2.26600
H 2.02291 1.35514 -0.33392
H 3.76409 1.15957 -0.20798
H 3.02130 2.71626 0.21715
H 1.80398 -0.47514 1.20194
C 0.11432 5.92721 -1.02118
C 0.84086 4.90465 -1.88133
C 0.03477 4.53482 -3.11351
O 1.07939 3.72515 -1.12232
H -0.84386 5.53114 -0.66990
H 0.70259 6.16774 -0.13142
H -0.07231 6.84982 -1.57714
H 1.81291 5.30608 -2.18154
H -0.92128 4.08684 -2.82399
H 0.56838 3.78962 -3.70985
H -0.16291 5.40812 -3.74078
H 0.21918 3.37074 -0.85847
C 4.57313 1.89395 -3.53138
C 3.13518 1.56413 -3.90056
C 2.88930 0.06391 -3.88509
O 2.84978 2.07912 -5.20175
H 5.27286 1.44975 -4.24734
H 4.73814 2.97470 -3.55757
H 4.81764 1.52704 -2.53152
H 2.45408 2.05513 -3.19971
H 3.53015 -0.44411 -4.61392
H 1.85595 -0.15866 -4.16324
H 3.08338 -0.35819 -2.89603
H 3.44717 1.65071 -5.82831
```

---

[2]
A 2-piece molecular cluster, C2H6OS2 overall at a distorted geometry. Source: OMol25; level of theory: ωB97M-V/def2-TZVPD.

HOMO   -0.3507 hartree
ΔE to the lowest compared entry with this formula, charge and spin   18.9 kcal per mole
M   110.2 g mol⁻¹
E_tot   -951.36199 Eh
SMILES   C=CO.SS
Frontier orbital gap   9.8 eV

Geometry as XYZ:
```
11
C2H6OS2, DFT ωB97M-V/def2-TZVPD
C -1.62852 1.54717 -2.36459
C -0.68098 0.74933 -1.92316
O -0.33425 -0.44774 -2.53080
H -1.70036 2.55978 -1.97191
H -2.16439 1.42870 -3.29626
H 0.03612 1.04433 -1.15921
H -0.90205 -1.18658 -2.26715
S -0.39445 -0.16809 1.70919
S 1.63651 -0.65331 1.59729
H -0.69575 -0.74868 0.54049
H 2.02591 0.56669 1.20663
```

---

[3]
C6H6NO7S as an isolated structure at a distorted geometry. Source: OMol25; level of theory: ωB97M-V/def2-TZVPD.

HOMO   -0.2307 hartree
ΔE to the lowest compared entry with this formula, charge and spin   18.6 kcal per mole
M   236.2 g mol⁻¹
E_tot   -1211.89438 Eh
Total charge   -1
Frontier orbital gap   9.6 eV

Geometry as XYZ:
```
21
C6H6NO7S, DFT ωB97M-V/def2-TZVPD
C -0.12012 1.71328 -1.37064
C -0.72127 -0.61377 -1.15865
C 1.08104 -1.32570 0.42877
C 0.61314 1.12972 -0.22821
C 0.17084 -0.32547 -0.09207
C 1.93368 -0.98383 1.64153
N -0.84239 0.63928 -1.78891
O -0.68767 0.40890 2.26234
O -0.10625 2.75962 -1.90508
O -1.20957 -1.66225 -1.51481
O 1.26746 -2.41509 -0.02182
O -2.16472 0.88660 0.37734
O -2.03758 -1.34525 1.45548
O -1.74509 0.76302 -2.86733
S -1.40434 -0.09394 1.11467
H 1.66568 1.14480 -0.53132
H 0.59795 1.66147 0.80577
H 1.38835 -1.21780 2.65998
H 2.08369 0.11722 1.64015
H 2.82551 -1.62121 1.60457
H -2.58833 0.38041 -2.51176
```

---

[4]
A 2-piece molecular cluster, C3H10N2O overall at a distorted geometry. Source: OMol25; level of theory: ωB97M-V/def2-TZVPD.

HOMO   -0.2916 hartree
ΔE to the lowest compared entry with this formula, charge and spin   77.7 kcal per mole
M   90.1 g mol⁻¹
E_tot   -304.95075 Eh
Frontier orbital gap   8.7 eV

Geometry as XYZ:
```
16
C3H10N2O, DFT ωB97M-V/def2-TZVPD
C 2.36082 -0.26674 -0.76573
O 1.38078 -0.34298 0.21892
H -0.10883 -1.10228 -0.26947
H 1.97570 -0.00563 -1.76357
H 3.14712 0.44469 -0.47186
H 2.86993 -1.24187 -0.85654
N -2.22732 -0.45060 -0.23708
N -0.50748 1.64568 0.20245
C -0.96676 -0.73026 0.42929
C -0.23664 0.48229 0.83969
H -2.38642 -1.09292 -1.00265
H -3.00627 -0.50922 0.40851
H -0.09144 2.49623 0.54820
H -1.34984 1.63890 -0.36160
H -0.99236 -1.48606 1.22189
H 0.13900 0.52078 1.85954
```

---

Which of these has the highest M? C25H55N2O8

---

The lowest HOMO belongs to which entry? C2H6OS2